20
Properties=species:S:1:pos:R:3:mulliken_charge:R:1 method="wB97M-V/def2-TZVPD" de_lowest_kcal_mol=22.82 spin_multiplicity=2 s_squared=0.750 homo_lumo_gap_ev="2.7 / 7.9" total_energy_ha=-365.35470 charge=-1
C -0.31 -0.63 -1.06 -2.97
C 0.58 -0.96 0.13 1.92
C 0.06 -1.00 1.35 -1.09
N -1.21 -0.56 1.72 -0.60
C 1.88 -1.56 -0.29 -1.59
H -0.08 0.42 -1.18 0.42
H -0.06 -1.40 -1.79 0.51
H -1.37 -0.78 -0.70 0.52
H 0.77 -1.28 2.13 0.35
H -1.55 -0.82 2.62 0.20
H -1.70 0.08 1.13 0.47
H 2.11 -1.38 -1.36 0.31
H 2.82 -1.39 0.23 0.35
H 1.69 -2.64 -0.27 0.35
H 0.34 2.61 0.00 0.44
H 0.25 2.21 1.39 0.31
O 0.47 3.00 0.88 -1.11
H -1.88 1.26 -1.60 0.18
H -1.58 2.84 -1.81 0.19
O -1.23 1.98 -1.53 -0.17